Below is a structure of composition C42H37Co2O11P at a distorted geometry, with properties calculated with ωB97M-V with the def2-TZVPD basis set.

Computed properties:
- LUMO level (eV) = -2.8
- largest force on an atom (hartree/bohr) = 0.0951
- Kohn-Sham gap (Ha) = 0.154
- energy above the lowest of the compared OMol25 structures with the same formula, charge and spin (kJ/mol) = 153.1

Structure (XYZ):
```
93
Properties=species:S:1:pos:R:3:forces:R:3:mulliken_charge:R:1
C 0.287 -0.878 6.984 0.1390 0.1010 0.3598 -1.3125
C 0.131 -1.871 5.867 -0.1159 0.2055 -0.2374 -0.1242
O 0.644 -1.235 4.686 -0.0823 -0.6334 0.4653 -0.0810
C 0.717 -2.082 3.616 -1.1318 0.0343 -0.3503 -0.5223
C 1.749 -1.630 2.695 0.0436 -0.0452 -0.0194 2.1189
C 2.706 -2.703 2.447 -0.8277 -0.5747 -0.0192 -0.0945
O 2.399 -3.886 2.569 0.7216 0.5496 -0.2786 -0.7173
O 3.932 -2.302 2.075 0.3132 -0.7041 0.0960 -0.1134
C 4.859 -3.372 1.773 -0.5040 0.2292 0.0805 -0.3823
C 5.909 -2.709 0.934 0.0593 0.1565 -0.2849 -0.9855
C 2.053 -0.199 2.747 -0.1289 0.2124 -0.0046 0.1399
O 1.211 0.699 2.725 0.8266 -0.6397 0.0736 -0.6502
O 3.369 0.081 2.820 -0.2447 0.7274 -0.0395 -0.2937
C 3.707 1.486 2.779 -0.1949 -0.4081 0.0040 0.1903
C 5.206 1.539 2.722 0.3469 0.0350 -0.2240 -1.3046
O -0.021 -3.053 3.529 0.6983 0.5482 0.1959 -0.6498
H -0.125 -1.304 7.899 -0.0273 0.0397 0.0822 0.4053
H 1.347 -0.667 7.161 -0.1991 0.0690 -0.0642 0.3083
H -0.236 0.060 6.772 0.0904 -0.1380 -0.0346 0.2649
H 0.734 -2.773 6.054 -0.3965 0.1418 -0.0447 0.3240
H -0.923 -2.143 5.715 0.3010 -0.0889 0.0213 0.2305
H 5.249 -3.810 2.703 -0.1783 0.1598 -0.2160 0.3431
H 4.325 -4.146 1.212 0.1399 0.0058 0.2157 0.3012
H 6.730 -3.393 0.728 0.1305 0.0617 -0.0042 0.4146
H 5.443 -2.418 -0.012 0.2061 0.0354 0.0148 0.1593
H 6.266 -1.798 1.422 0.1276 -0.2060 -0.0389 0.2256
H 3.252 1.926 1.885 0.0084 0.0444 0.2356 0.0057
H 3.324 2.002 3.669 -0.0969 -0.2102 -0.1970 0.2706
H 5.539 2.573 2.815 0.0863 0.0136 0.0560 0.4239
H 5.658 0.936 3.516 -0.0991 0.1462 -0.0759 0.3057
H 5.556 1.160 1.758 0.0431 -0.0373 0.1188 0.2657
O 2.696 -1.686 -0.291 -1.4277 -0.9954 -2.2144 -0.3013
C 2.008 -2.089 -1.135 2.3937 1.5892 3.8208 0.3149
Co 0.986 -2.699 -2.429 -1.3635 1.6652 0.4439 0.0587
C 2.330 -3.121 -3.488 2.0161 -1.0460 -2.0577 0.2803
O 3.347 -3.406 -3.960 -1.6688 0.5447 0.7878 -0.3350
C 0.609 -4.305 -1.822 -0.7469 -1.7956 0.2496 0.0952
O 0.457 -5.339 -1.332 0.2905 1.8253 -0.7724 -0.3351
C -0.813 -1.780 -1.911 -1.6779 -1.8763 0.9803 -0.8862
C -0.762 -1.394 -0.560 0.2886 -0.6447 -1.3644 -0.0013
C -0.857 -1.909 0.694 -0.7615 0.1410 0.9915 -0.7603
C -1.565 -1.222 1.771 -0.9513 0.3126 0.4258 1.2225
C -2.543 -1.868 2.567 0.3831 -0.4761 0.2297 -0.4811
C -3.045 -1.273 3.717 -0.0985 0.1153 -0.0224 -0.8027
C -2.562 -0.016 4.125 0.1939 -0.0020 -0.3971 -0.4156
C -1.680 0.678 3.296 -0.5766 0.1599 0.0295 -0.7586
C -1.292 0.119 2.082 0.2379 0.1018 -0.6451 0.2602
Co -0.049 -0.155 -1.700 1.3429 0.0764 -1.1330 0.8607
C 0.740 1.006 -0.646 2.5809 3.3989 2.3861 0.6627
O 1.323 1.797 -0.023 -1.8121 -2.4733 -1.7853 -0.4313
C 1.155 -0.156 -3.051 2.5093 0.5147 -1.6102 0.0573
O 1.958 0.156 -3.835 -1.9106 -0.5078 1.5365 -0.4368
P -1.418 1.184 -2.695 -0.7911 0.6472 -0.4614 2.4433
C -1.372 2.877 -1.989 -0.0003 0.1332 0.0702 -0.1555
C -2.477 3.474 -1.370 0.3339 0.0167 0.0325 -0.6269
C -2.345 4.734 -0.779 0.1797 -0.0461 -0.1551 -0.7237
C -1.129 5.419 -0.853 -0.0558 -0.1358 -0.0295 -0.5784
C -0.038 4.855 -1.524 -0.1923 -0.2518 -0.0219 -0.8077
C -0.157 3.579 -2.078 -0.1722 0.2635 0.0847 0.0301
C -1.219 1.540 -4.485 0.1534 -0.2732 -0.2607 -0.4244
C -1.386 2.826 -5.022 0.0883 -0.2321 -0.0459 -0.4767
C -1.273 3.035 -6.398 -0.0028 -0.2873 0.1008 -0.7406
C -1.049 1.950 -7.250 -0.0293 -0.0499 0.1471 -0.5602
C -0.920 0.657 -6.730 0.0335 0.1217 0.2293 -0.7893
C -0.970 0.456 -5.347 -0.1183 0.2858 -0.1736 0.0963
C -3.178 0.679 -2.597 -0.1584 -0.3607 0.1428 -0.0870
C -4.002 0.584 -3.729 0.0791 0.1179 0.2653 -0.8187
C -5.347 0.241 -3.591 0.0919 -0.0178 0.2694 -0.5977
C -5.874 -0.016 -2.323 0.1052 0.0172 -0.0594 -0.6320
C -5.050 0.020 -1.193 0.1845 0.0543 -0.1739 -0.7471
C -3.698 0.341 -1.333 -0.1804 0.0348 -0.1887 -0.3697
H -1.757 -2.053 -2.403 0.3575 -0.2897 0.2798 0.6962
H -0.545 -2.946 0.878 0.0648 0.2926 0.0432 0.4672
H -2.884 -2.855 2.256 0.1475 0.1048 0.2868 0.5059
H -3.803 -1.773 4.331 0.3797 0.0884 -0.3829 0.4127
H -2.898 0.433 5.066 0.1460 -0.2426 -0.3646 0.4323
H -1.323 1.674 3.581 -0.1177 -0.4584 -0.2282 0.3675
H -0.733 0.680 1.340 0.1633 0.0246 0.5895 -0.0521
H -3.433 2.955 -1.344 0.2240 0.1219 0.0679 0.4010
H -3.203 5.171 -0.266 0.2803 -0.0534 -0.1540 0.4182
H -1.029 6.398 -0.386 -0.0394 -0.2175 -0.1269 0.3886
H 0.909 5.394 -1.607 -0.3666 -0.1727 0.0689 0.4166
H 0.698 3.145 -2.605 -0.2480 0.0538 0.1973 0.4492
H -1.597 3.671 -4.369 0.0704 -0.2090 -0.1414 0.4074
H -1.368 4.047 -6.792 0.0019 -0.3287 0.0533 0.4223
H -0.975 2.114 -8.325 -0.0251 -0.0610 0.2496 0.3805
H -0.770 -0.200 -7.392 0.0098 0.3505 0.1996 0.4396
H -0.835 -0.552 -4.943 -0.0716 0.3103 -0.0960 0.3540
H -3.592 0.779 -4.718 -0.1377 0.0332 0.2251 0.3233
H -5.978 0.182 -4.480 0.1493 0.0000 0.3051 0.4102
H -6.930 -0.261 -2.218 0.2444 0.0319 -0.0055 0.3664
H -5.450 -0.201 -0.200 0.1137 0.0397 -0.3708 0.4755
H -3.045 0.332 -0.455 -0.1916 0.0849 -0.2329 0.7497
```
Positions in Å, forces in eV/Å.



Below is a cluster of 4 separate species, C6H9NO2 in total at a distorted geometry, with properties calculated with ωB97M-V with the def2-TZVPD basis set.

Computed properties:
- LUMO level (eV) = -0.7
- largest force on an atom (hartree/bohr) = 0.1571
- Kohn-Sham gap (Ha) = 0.323
- energy above the lowest of the compared OMol25 structures with the same formula, charge and spin (kJ/mol) = 1158.6

Structure (XYZ):
```
18
Properties=species:S:1:pos:R:3:forces:R:3:nbo_charge:R:1
C -1.805 -1.005 0.009 -1.4203 -0.5099 1.2195 -0.1713
C -0.388 -0.653 -0.236 0.1520 0.6688 2.8193 -0.1303
C 0.283 0.180 0.945 1.3691 3.5980 -1.5583 -0.0567
C 1.066 1.554 0.632 -0.5383 -0.5057 -1.2562 -0.2137
C 0.910 2.039 -0.721 -1.5723 -0.2257 4.1338 -0.4582
C 1.813 -1.309 -0.184 5.0363 1.5162 -0.5233 0.5092
H -3.358 -0.388 -0.725 2.1535 3.6051 3.8350 0.4512
H -2.244 -1.762 -0.933 1.0005 2.1625 2.7432 0.1845
H -1.984 -1.414 1.069 0.5283 -0.4088 -2.0399 0.2346
H 0.011 -0.635 -1.223 -0.5347 0.9571 -0.7932 0.2169
H -0.061 0.201 1.962 -1.0504 -0.0019 0.0838 0.2253
H 1.724 2.024 1.831 -2.0764 -1.2184 -4.5408 0.2588
H -0.061 1.290 -1.486 3.5790 3.1664 2.4413 0.2419
H 1.220 3.193 -0.754 -0.7052 -2.8194 -1.0602 0.2417
H 1.752 -1.809 -1.213 -0.6960 0.0427 1.4951 0.1375
N 0.749 -1.068 0.599 -1.2476 -3.5500 -0.7396 -0.4351
O -2.545 0.393 0.311 -2.3528 -5.2318 -5.6915 -0.6757
O 2.917 -0.834 0.116 -1.6248 -1.2451 -0.5681 -0.5605
```
Positions in Å, forces in eV/Å.



Below is an isolated molecule of C4H9NO2 at a distorted geometry, with properties calculated with ωB97M-V with the def2-TZVPD basis set.

Computed properties:
- SMILES = CCCOC(N)=O
- LUMO level (eV) = 1.0
- largest force on an atom (hartree/bohr) = 0.0380
- Kohn-Sham gap (Ha) = 0.409
- energy above the lowest of the compared OMol25 structures with the same formula, charge and spin (kJ/mol) = 63.1

Structure (XYZ):
```
16
Properties=species:S:1:pos:R:3:forces:R:3:nbo_charge:R:1
C 1.627 1.408 1.261 0.0545 0.0412 0.0616 -0.6074
C 1.089 0.401 0.248 -0.0148 -0.0640 0.0042 -0.4290
C -0.103 -0.352 0.814 0.0721 0.1006 0.2625 -0.0709
O -0.605 -1.328 -0.120 -0.0884 0.0119 -0.2405 -0.5015
C -1.379 -0.760 -1.044 -0.1604 0.6541 0.1391 0.8722
O -1.679 0.428 -1.089 0.4962 0.0653 0.6847 -0.6929
N -1.901 -1.525 -2.016 -0.0335 0.3656 -0.0233 -0.8567
H 1.937 0.920 2.194 -0.0531 0.0323 -0.1296 0.2007
H 2.498 1.936 0.863 -0.0940 -0.0454 0.0343 0.2157
H 0.869 2.158 1.513 0.0946 -0.1237 -0.0532 0.2082
H 0.775 0.922 -0.665 0.0451 -0.1208 0.1893 0.2233
H 1.861 -0.326 -0.035 -0.0492 0.1230 0.0741 0.2004
H 0.149 -0.923 1.709 0.0874 0.0405 -0.1003 0.1860
H -0.922 0.334 1.038 0.1615 -0.0019 0.1221 0.2059
H -1.817 -2.521 -2.173 -0.1227 0.5523 -0.0233 0.4159
H -2.399 -0.771 -2.497 -0.3955 -1.6309 -1.0017 0.4304
```
Positions in Å, forces in eV/Å.



Below is a structure of composition C5H12N4 at a distorted geometry, with properties calculated with ωB97M-V with the def2-TZVPD basis set.

Computed properties:
- LUMO level (eV) = 0.9
- largest force on an atom (hartree/bohr) = 0.0735
- Kohn-Sham gap (Ha) = 0.333
- energy above the lowest of the compared OMol25 structures with the same formula, charge and spin (kJ/mol) = 439.1

Structure (XYZ):
```
21
Properties=species:S:1:pos:R:3:forces:R:3:nbo_charge:R:1
C -0.591 -0.491 -0.130 -1.9256 0.7420 0.4700 0.0100
C 1.859 -0.452 -0.481 0.3682 0.2761 0.1434 -0.4379
C -0.364 -1.387 1.095 0.1881 0.1169 -0.3116 -0.6240
C -1.536 -1.157 -1.137 0.0393 0.0136 0.1177 -0.5978
N 0.552 0.038 -0.843 0.9678 3.5427 0.8934 -0.2367
N 0.373 1.629 -0.321 -0.4743 -1.2850 -0.4052 -0.3382
N 1.029 2.348 0.670 0.7520 -0.5013 -0.6849 -0.6530
C -1.253 0.814 0.378 -0.8464 -1.6306 0.6890 0.2794
N -2.061 1.378 1.006 0.3830 0.0170 -0.3171 -0.4672
H -0.129 2.137 -1.044 0.7678 -0.1286 -0.0184 0.3898
H 1.189 3.321 0.429 0.2331 -0.4020 -0.3394 0.3688
H 0.575 2.316 1.577 -0.5697 -0.3154 -0.2456 0.3672
H 1.923 -1.509 -0.751 -0.0175 0.0846 -0.0376 0.2149
H 2.594 0.119 -1.048 0.0409 -0.1894 -0.0734 0.2174
H 2.112 -0.342 0.580 -0.1004 -0.0494 -0.0271 0.1881
H 0.314 -0.913 1.802 -0.0032 -0.0587 0.0750 0.2166
H -1.114 -2.104 -1.473 -0.0504 -0.1086 -0.0061 0.2061
H 0.041 -2.351 0.785 0.0681 -0.0471 0.0554 0.2092
H -1.320 -1.553 1.591 0.0411 0.0392 -0.0615 0.2412
H -1.681 -0.520 -2.008 0.0869 0.0403 0.0505 0.2213
H -2.511 -1.320 -0.678 0.0512 -0.1563 0.0335 0.2248
```
Positions in Å, forces in eV/Å.